Record 1
16
Properties=species:S:1:pos:R:3 method="wB97M-V/def2-TZVPD" max_force_ev_per_a=3.9 homo_ev=-8.337 lumo_energy_ev=0.45 smiles="O=C(S)CF.NNC=S" charge=0 spin_multiplicity=1
O 4.565 -0.416 0.738
C 3.456 -0.326 0.170
S 2.340 -1.608 -0.336
C 2.856 1.115 -0.116
F 1.469 1.137 -0.418
H 1.344 -0.724 -0.378
H 3.365 1.461 -1.032
H 3.251 1.772 0.779
N -4.045 -0.245 -0.293
N -2.855 -0.633 0.342
C -1.803 0.179 0.236
S -0.268 -0.181 0.780
H -4.766 -0.078 0.413
H -4.330 -0.887 -1.085
H -2.636 -1.690 0.540
H -1.944 1.123 -0.339

=====

Record 2
66
Properties=species:S:1:pos:R:3 method="wB97M-V/def2-TZVPD" max_force_ev_per_a=1.0 homo_ev=-8.158 lumo_energy_ev=0.32 de_lowest_kj_mol=54.5 smiles="Cc1nn(C)c(C)c1/C=C1/C[C@@H]2[C@H]3CC=C4C[C@@H](O)CC[C@]4(C)[C@H]3CC[C@]2(C)C1=O" charge=0 spin_multiplicity=1
C 0.858 -6.063 -2.533
C -0.450 -5.374 -2.674
N -1.407 -5.841 -3.447
N -2.429 -4.982 -3.353
C -3.637 -5.223 -4.084
C -2.148 -3.941 -2.544
C -3.146 -2.901 -2.211
C -0.850 -4.147 -2.078
C -0.058 -3.364 -1.174
C 0.039 -2.022 -1.109
C 0.833 -1.299 -0.057
C 1.106 0.096 -0.641
C 1.345 1.163 0.436
C 2.061 2.384 -0.143
C 2.227 3.437 0.900
C 1.473 3.533 1.986
C 1.826 4.493 3.084
C 2.306 3.680 4.291
O 2.612 4.588 5.331
C 1.230 2.677 4.717
C 0.783 1.790 3.556
C 0.340 2.586 2.305
C -0.937 3.369 2.644
C 0.054 1.579 1.154
C -0.967 2.037 0.109
C -1.297 0.882 -0.834
C -0.071 0.355 -1.597
C 0.241 1.241 -2.800
C -0.457 -1.050 -2.081
O -1.041 -1.267 -3.122
H 1.662 -5.431 -2.909
H 1.062 -6.283 -1.485
H 0.840 -6.990 -3.097
H -3.879 -4.367 -4.715
H -4.473 -5.417 -3.407
H -3.471 -6.100 -4.706
H -3.126 -2.114 -2.966
H -2.896 -2.446 -1.256
H -4.149 -3.323 -2.161
H 0.543 -3.944 -0.478
H 1.756 -1.822 0.195
H 0.241 -1.224 0.860
H 2.018 0.027 -1.247
H 2.021 0.721 1.178
H 1.519 2.787 -0.999
H 3.048 2.086 -0.510
H 3.035 4.140 0.745
H 0.979 5.105 3.393
H 2.626 5.163 2.770
H 3.216 3.128 3.998
H 2.888 4.091 6.108
H 0.386 3.232 5.129
H 1.622 2.042 5.518
H 1.615 1.140 3.279
H -0.041 1.155 3.894
H -1.181 4.069 1.850
H -1.770 2.683 2.787
H -0.818 3.937 3.561
H -0.375 0.689 1.631
H -1.899 2.338 0.586
H -0.588 2.894 -0.446
H -2.052 1.193 -1.559
H -1.729 0.069 -0.242
H -0.455 0.995 -3.601
H 0.133 2.297 -2.569
H 1.251 1.061 -3.163

=====

Record 3
52
Properties=species:S:1:pos:R:3 method="wB97M-V/def2-TZVPD" max_force_ev_per_a=0.5 homo_ev=-15.796 lumo_energy_ev=-10.78 de_lowest_kj_mol=0.0 charge=+3 spin_multiplicity=1
Pt 2.024 -0.097 0.836
N 2.248 0.051 2.937
N 3.603 0.208 3.330
C 4.615 0.126 2.451
N 5.844 0.298 2.868
S 4.336 -0.238 0.778
H 1.759 0.922 3.175
H 1.843 -0.708 3.486
H 3.758 0.481 4.294
H 6.083 0.486 3.834
H 6.615 0.267 2.213
N 1.981 2.979 1.232
C 2.049 1.860 0.974
C 1.455 0.336 -5.450
C 1.617 0.221 -3.976
C 2.216 1.224 -3.210
C 2.362 1.079 -1.852
N 1.939 -0.033 -1.201
C 1.353 -1.014 -1.925
C 1.185 -0.918 -3.282
H 1.660 1.343 -5.804
H 0.450 0.043 -5.754
H 2.149 -0.348 -5.945
H 2.577 2.133 -3.673
H 2.840 1.848 -1.264
H 1.013 -1.896 -1.408
H 0.712 -1.738 -3.805
N 1.908 -2.278 0.882
H 2.588 -2.694 0.243
H 0.989 -2.612 0.593
H 2.108 -2.705 1.786
S -4.335 1.181 2.084
C -2.705 0.683 1.595
C -2.028 1.321 0.556
C -0.726 0.976 0.267
N -0.064 0.027 0.964
C -0.723 -0.616 1.956
C -2.023 -0.325 2.287
C -5.233 0.328 0.779
C -5.581 -1.003 0.933
C -6.311 -1.598 -0.089
N -6.687 -0.956 -1.191
C -6.364 0.328 -1.306
C -5.635 1.024 -0.347
H -2.510 2.101 -0.017
H -0.189 1.468 -0.531
H -0.195 -1.407 2.477
H -2.511 -0.871 3.082
H -5.324 -1.557 1.825
H -6.615 -2.635 -0.013
H -6.706 0.829 -2.203
H -5.416 2.076 -0.472